1.
Molecular formula: C28H61AsF6N8O2
Method: DFT, ωB97M-V/def2-TZVPD

The geometry in XYZ format:
```
106
Properties=species:S:1:pos:R:3:forces:R:3
As 0.490 0.066 -0.600 -0.6 0.2 0.9
F -0.570 -0.440 -1.965 1.0 0.4 1.3
F 1.586 -1.299 -0.931 -0.9 1.0 0.4
F 1.595 0.640 0.778 -1.5 -1.0 -1.5
F -0.614 1.457 -0.286 1.0 -1.4 -0.1
F -0.510 -0.983 0.543 1.4 1.3 -1.3
F 1.424 1.102 -1.670 -0.4 -0.5 0.3
C 10.083 5.355 -0.094 -0.3 0.1 -0.4
C 8.564 5.097 -0.037 0.8 -1.0 -0.4
N 8.351 3.800 -0.762 -0.1 -2.1 -1.9
C 8.628 2.481 -0.265 -0.8 0.5 -1.2
C 8.336 1.528 -1.249 -0.7 4.0 0.0
N 7.885 2.308 -2.352 0.4 1.5 0.9
C 7.978 3.687 -2.072 -0.3 -3.7 1.9
C 7.303 1.670 -3.563 0.3 0.7 0.2
H 10.632 4.551 0.396 0.0 0.3 0.2
H 10.408 6.344 0.230 -0.3 -0.2 0.5
H 10.373 5.336 -1.144 0.0 -0.1 -0.1
H 7.996 5.861 -0.568 0.0 -0.1 0.1
H 8.124 4.903 0.941 0.3 0.4 0.1
H 8.933 2.386 0.767 0.1 -0.2 -0.2
H 8.249 0.451 -1.277 0.3 0.2 0.2
H 7.657 4.490 -2.719 0.1 -0.2 0.0
H 6.733 0.795 -3.249 0.3 0.0 -0.1
H 8.112 1.441 -4.256 -0.2 -0.3 0.1
H 6.610 2.359 -4.047 0.1 0.0 0.1
C 1.954 10.454 -3.242 -0.9 0.0 0.6
C 2.579 9.132 -2.821 0.2 -0.7 -0.6
N 2.605 8.108 -3.910 -1.4 -2.1 -2.3
C 3.338 8.262 -5.089 -1.2 -0.5 0.1
C 2.915 7.312 -5.991 -0.1 0.0 0.9
N 1.948 6.513 -5.370 1.1 3.2 2.2
C 1.730 7.028 -4.130 1.7 1.9 -0.5
C 1.341 5.389 -5.997 -0.7 -0.7 -0.2
H 0.879 10.468 -3.424 -0.1 -0.7 -0.2
H 2.421 10.904 -4.118 0.3 0.0 0.3
H 2.007 11.106 -2.370 0.5 0.3 -0.1
H 2.149 8.572 -1.990 -0.3 0.7 0.2
H 3.620 9.347 -2.577 0.0 -0.3 0.1
H 3.979 9.126 -5.186 0.2 -0.3 -0.2
H 3.151 7.112 -7.026 0.3 0.1 0.2
H 0.919 6.788 -3.458 0.2 -0.4 0.0
H 0.670 5.733 -6.784 0.2 -0.1 -0.2
H 0.731 4.853 -5.270 0.3 -0.1 -0.1
H 2.166 4.785 -6.375 -0.5 -0.3 -0.1
C -11.076 1.436 5.062 -0.5 -0.7 0.7
C -10.963 2.381 3.917 0.8 0.2 -0.3
N -9.890 2.007 2.966 2.6 -1.5 -1.7
C -8.978 2.929 2.436 0.3 -2.0 -0.9
C -8.160 2.204 1.569 0.5 1.7 0.0
N -8.483 0.896 1.530 -3.7 0.7 3.7
C -9.533 0.768 2.467 0.4 1.6 -0.8
C -7.885 -0.204 0.798 -0.2 -0.3 0.5
H -11.499 0.487 4.733 -0.2 0.0 0.2
H -11.750 1.900 5.782 -0.2 -0.2 0.0
H -10.173 1.207 5.629 0.3 0.3 -0.4
H -10.657 3.364 4.275 -0.3 0.1 -0.2
H -11.889 2.444 3.345 0.0 0.1 0.1
H -8.964 3.971 2.722 -0.1 -0.2 -0.2
H -7.308 2.500 0.975 -0.2 0.5 0.1
H -10.001 -0.161 2.758 0.0 0.1 -0.2
H -8.597 -1.018 0.935 0.3 -0.2 -0.4
H -6.949 -0.464 1.293 0.1 0.0 -0.4
H -7.765 0.052 -0.255 0.0 0.0 0.2
C 1.266 -4.344 5.482 0.8 1.3 0.6
N 1.528 -3.473 6.764 -1.7 -0.8 -0.1
C 0.755 -2.128 6.728 0.5 -0.5 -0.5
C 0.814 -4.294 7.881 1.4 0.8 0.0
C 3.069 -3.352 7.018 -1.4 -0.9 0.7
C 3.923 -2.618 5.999 -0.1 -0.1 -0.1
O 3.591 -1.292 5.770 -0.6 1.3 0.4
H 1.680 -5.313 5.763 0.1 0.1 -0.6
H 1.729 -3.825 4.644 0.5 -0.4 0.1
H 0.228 -4.451 5.166 -0.2 0.3 0.9
H 1.191 -1.469 5.978 0.0 -0.2 0.2
H 0.745 -1.637 7.701 0.5 -0.3 0.0
H -0.286 -2.330 6.475 0.2 -0.3 -0.1
H 0.945 -3.727 8.802 -0.5 0.1 -0.1
H 1.319 -5.237 8.091 0.1 -0.1 -0.6
H -0.218 -4.462 7.575 0.2 0.2 0.2
H 3.399 -4.380 7.170 0.1 -0.3 -0.8
H 3.206 -3.041 8.053 -0.4 1.0 -0.1
H 3.963 -3.096 5.020 0.3 -0.7 0.3
H 4.894 -2.564 6.492 0.3 -0.5 -0.3
H 3.099 -1.159 4.956 0.1 -0.1 -0.1
C -3.405 -9.249 -2.258 1.1 0.3 -0.2
N -2.869 -8.053 -3.094 -3.1 -0.1 -0.8
C -3.979 -6.977 -3.135 0.9 0.4 -0.4
C -1.680 -7.360 -2.447 -0.6 -1.7 -1.2
C -2.585 -8.507 -4.591 0.5 0.0 1.2
C -3.720 -9.048 -5.509 -0.9 0.7 0.2
O -4.523 -10.174 -5.136 1.3 1.0 0.3
H -4.272 -9.690 -2.748 0.2 0.3 0.0
H -3.601 -8.980 -1.220 -0.3 0.7 -0.3
H -2.611 -9.987 -2.138 0.1 -0.1 -0.6
H -3.522 -6.133 -3.652 0.2 0.3 0.5
H -4.248 -6.733 -2.107 0.0 0.0 -0.2
H -4.859 -7.107 -3.765 0.0 -1.2 0.3
H -2.011 -7.123 -1.436 0.6 0.1 -0.1
H -1.379 -6.513 -3.063 -0.3 0.1 0.3
H -0.920 -8.134 -2.557 0.4 0.3 0.8
H -1.731 -9.176 -4.495 -0.1 -0.3 0.0
H -2.194 -7.583 -5.016 -0.1 -0.1 -0.3
H -3.310 -9.205 -6.507 0.6 -0.1 0.1
H -4.406 -8.224 -5.705 -0.2 0.0 0.3
H -3.952 -10.927 -5.304 -0.3 -0.6 0.0
```
Positions in Å, forces in eV/Å.

## Properties
multiplicity = 1
total charge = +4
LUMO level = -6.273 eV

Mulliken population analysis, charges in e, atoms 1 to 99:
1. As 2.010
2. F -0.493
3. F -0.479
4. F -0.532
5. F -0.490
6. F -0.531
7. F -0.487
8. C -0.988
9. C -0.491
10. N 0.137
11. C -0.354
12. C -0.383
13. N 0.129
14. C -0.061
15. C -0.843
16. H 0.333
17. H 0.370
18. H 0.328
19. H 0.292
20. H 0.322
21. H 0.432
22. H 0.424
23. H 0.368
24. H 0.349
25. H 0.322
26. H 0.315
27. C -1.032
28. C -0.512
29. N 0.148
30. C -0.364
31. C -0.477
32. N 0.116
33. C -0.049
34. C -0.848
35. H 0.328
36. H 0.357
37. H 0.359
38. H 0.375
39. H 0.277
40. H 0.443
41. H 0.469
42. H 0.385
43. H 0.344
44. H 0.334
45. H 0.347
46. C -1.226
47. C -0.153
48. N 0.169
49. C -0.335
50. C -0.379
51. N 0.132
52. C -0.184
53. C -0.788
54. H 0.364
55. H 0.372
56. H 0.355
57. H 0.300
58. H 0.228
59. H 0.409
60. H 0.444
61. H 0.319
62. H 0.274
63. H 0.343
64. H 0.358
65. C -0.860
66. N -0.120
67. C -0.737
68. C -0.926
69. C -0.491
70. C -0.580
71. O -0.544
72. H 0.396
73. H 0.381
74. H 0.353
75. H 0.287
76. H 0.368
77. H 0.380
78. H 0.418
79. H 0.392
80. H 0.388
81. H 0.391
82. H 0.480
83. H 0.355
84. H 0.324
85. H 0.345
86. C -0.870
87. N -0.127
88. C -0.901
89. C -0.815
90. C -0.469
91. C -0.773
92. O -0.475
93. H 0.403
94. H 0.374
95. H 0.389
96. H 0.440
97. H 0.371
98. H 0.346
99. H 0.370



2.
Molecular formula: C28H61Cl8N5O25
Method: DFT, ωB97M-V/def2-TZVPD

The geometry in XYZ format:
```
127
Properties=species:S:1:pos:R:3:forces:R:3
Cl 5.014 2.094 0.133 -0.4 -0.1 0.2
C 4.941 1.218 1.677 -0.2 -0.2 0.5
C 5.918 0.072 1.712 -0.2 -0.5 0.0
Cl 7.605 0.585 1.532 0.1 0.0 0.0
H 3.947 0.797 1.851 -0.1 0.0 -0.5
H 5.056 1.934 2.490 0.5 0.1 -0.1
H 5.689 -0.650 0.929 0.1 0.2 -0.2
H 5.824 -0.485 2.643 0.1 0.3 0.1
Cl 0.113 -4.672 -1.072 0.0 -0.1 0.0
C -0.562 -4.652 0.571 -0.2 0.1 0.5
C -0.915 -6.045 1.053 0.7 0.2 -0.3
Cl -2.171 -6.776 0.050 -0.2 -0.2 0.0
H -1.431 -3.996 0.598 0.0 0.0 -0.2
H 0.193 -4.222 1.231 0.1 0.0 0.0
H -1.246 -6.038 2.088 -0.1 0.1 0.0
H -0.006 -6.642 0.983 -0.2 -0.3 0.0
Cl 1.390 2.323 2.022 0.2 -0.2 0.2
C 0.674 2.701 3.607 0.4 0.5 0.8
C -0.632 3.440 3.424 0.1 -0.7 -0.1
Cl -1.350 3.717 5.035 0.0 0.1 -0.1
H 1.409 3.284 4.166 -0.1 0.3 -0.3
H 0.557 1.814 4.227 -0.3 -0.3 -0.5
H -1.303 2.804 2.855 -0.2 0.2 0.0
H -0.506 4.382 2.902 0.0 0.1 0.1
Cl 1.334 -2.693 5.455 0.0 0.2 0.0
C 1.469 -0.925 5.305 0.1 1.2 0.2
C 2.491 -0.463 4.266 -0.4 -1.3 0.5
Cl 4.111 -0.976 4.855 0.1 0.4 -0.2
H 1.750 -0.527 6.280 0.1 -0.2 0.1
H 0.491 -0.479 5.109 -0.1 -0.4 -0.4
H 2.494 0.612 4.133 0.0 0.1 0.0
H 2.312 -1.002 3.338 0.1 0.3 -0.2
C 5.364 -3.211 -2.877 0.6 -0.5 -0.1
N 5.562 -1.752 -2.669 -0.5 -0.8 0.3
O 5.232 -1.313 -1.585 0.0 0.4 0.2
O 6.024 -1.135 -3.584 0.4 0.5 -0.4
H 5.041 -3.374 -3.899 -0.2 0.1 0.0
H 4.708 -3.622 -2.122 -0.2 0.2 0.0
H 6.342 -3.678 -2.756 0.0 0.1 0.0
C -5.465 -0.108 0.180 0.4 -0.5 -0.6
N -6.366 0.323 1.263 0.4 0.0 0.1
O -7.282 1.033 0.951 -0.9 0.5 -0.4
O -6.140 -0.044 2.394 0.2 -0.4 0.3
H -5.373 0.698 -0.536 0.0 0.2 0.1
H -5.921 -0.958 -0.328 -0.1 0.0 0.1
H -4.503 -0.420 0.571 0.0 0.1 0.3
C 4.608 -4.074 4.035 -0.3 -1.4 0.7
N 4.157 -3.552 2.731 -0.1 0.8 0.3
O 2.980 -3.274 2.599 0.1 -0.3 -0.2
O 5.017 -3.365 1.892 -0.2 -0.2 0.1
H 3.837 -4.119 4.800 -0.4 0.8 -0.4
H 5.448 -3.491 4.379 0.3 -0.1 -0.2
H 4.811 -5.140 3.904 0.7 0.2 -0.4
C -1.662 -2.477 3.689 0.3 0.6 1.1
N -2.165 -1.263 3.011 -0.4 -0.3 -0.6
O -2.952 -1.452 2.102 0.1 0.2 -0.1
O -1.770 -0.178 3.371 0.2 0.1 0.2
H -1.286 -2.137 4.650 0.1 -0.1 -0.1
H -0.836 -2.857 3.098 -0.1 -0.2 -0.1
H -2.485 -3.155 3.872 0.0 -0.2 -0.5
C 1.173 3.787 -0.790 0.7 0.3 0.8
N 1.113 4.429 -2.120 0.4 0.1 -0.8
O 1.732 5.474 -2.296 -0.7 -0.7 0.4
O 0.552 3.805 -3.005 -0.1 0.3 0.3
H 0.730 2.803 -0.793 0.0 -0.1 -0.4
H 0.712 4.362 0.010 -0.2 0.4 -0.4
H 2.241 3.772 -0.564 -0.1 -0.3 0.0
C -4.176 2.174 2.682 1.0 0.7 1.3
O -4.614 2.615 1.413 -0.4 0.4 -0.5
C -3.819 3.386 0.671 0.1 -0.5 -0.1
O -2.638 3.561 0.852 -0.2 0.2 0.0
O -4.555 3.879 -0.331 0.0 -0.5 0.6
C -3.879 4.589 -1.330 0.8 1.6 -1.3
H -4.990 2.281 3.394 -0.4 -0.5 -0.4
H -3.409 2.826 3.119 0.0 0.1 -0.5
H -3.740 1.183 2.661 -0.3 -0.2 -0.2
H -3.123 5.299 -0.983 0.0 -0.4 0.6
H -4.581 5.246 -1.841 -0.4 -0.4 0.1
H -3.395 3.982 -2.092 -0.1 -0.5 0.3
C -5.374 1.680 -3.301 -0.3 -0.9 0.5
O -3.979 1.790 -3.033 -0.2 0.9 0.5
C -3.199 1.119 -3.867 0.6 -0.2 0.3
O -3.567 0.358 -4.703 -0.4 -0.7 -1.0
O -1.942 1.412 -3.575 0.4 0.5 0.4
C -0.881 0.633 -4.144 -0.3 -0.1 0.3
H -5.662 0.655 -3.058 -0.1 -0.1 -0.5
H -5.582 1.936 -4.334 -0.2 0.0 -0.1
H -5.942 2.284 -2.595 0.4 0.5 -0.1
H -0.004 0.932 -3.580 0.0 0.0 -0.1
H -0.747 0.831 -5.204 -0.1 0.0 0.0
H -1.090 -0.420 -3.960 0.1 0.0 -0.2
C -2.046 -2.504 -2.223 0.3 0.4 1.3
O -3.295 -1.823 -2.369 0.7 0.5 -0.1
C -4.312 -2.608 -2.664 0.0 0.7 0.2
O -4.281 -3.789 -2.743 0.1 -1.8 -0.3
O -5.381 -1.851 -2.816 -0.4 1.0 -0.1
C -6.554 -2.519 -3.231 -0.8 -0.3 0.3
H -1.735 -3.067 -3.095 -0.2 0.0 -0.1
H -2.079 -3.137 -1.337 -0.3 -0.4 -0.3
H -1.334 -1.733 -1.930 0.1 0.1 -0.6
H -7.236 -1.787 -3.654 0.3 0.2 -0.2
H -7.071 -2.933 -2.363 0.2 -0.3 0.0
H -6.314 -3.303 -3.940 -0.1 0.0 -0.1
C -1.129 1.041 -0.183 0.3 0.3 -0.3
O -0.132 0.228 -0.839 -0.7 0.7 -0.1
C 0.533 -0.655 -0.119 -0.4 -0.1 0.0
O 0.372 -0.921 1.043 -0.1 -0.1 0.7
O 1.379 -1.217 -0.943 1.2 -0.4 -0.5
C 2.311 -2.152 -0.380 -0.2 -0.4 -0.3
H -1.299 1.868 -0.870 0.0 0.0 0.0
H -0.738 1.413 0.759 -0.2 -0.1 0.1
H -2.069 0.515 -0.066 0.0 -0.3 0.2
H 2.997 -1.692 0.324 -0.2 0.1 0.2
H 2.894 -2.530 -1.213 0.0 0.1 -0.1
H 1.745 -2.983 0.026 0.3 0.1 0.4
C 5.412 4.404 -2.456 0.3 -0.5 -0.5
O 5.731 3.385 -3.421 0.6 0.9 -0.4
C 4.921 2.393 -3.727 0.1 -0.4 0.3
O 5.186 1.607 -4.582 0.0 -0.4 -0.8
O 3.862 2.328 -2.930 -0.7 0.8 0.8
C 2.819 1.408 -3.250 0.6 -0.3 -0.1
H 6.164 5.176 -2.599 0.1 -0.1 0.1
H 5.544 3.916 -1.498 -0.4 0.6 0.4
H 4.448 4.863 -2.659 -0.2 -0.3 0.3
H 2.123 1.895 -3.928 -0.1 -0.1 -0.1
H 2.340 1.137 -2.313 -0.1 0.1 0.0
H 3.273 0.521 -3.692 -0.2 0.0 -0.1
```
Positions in Å, forces in eV/Å.

## Properties
multiplicity = 1
total charge = 0
LUMO level = -0.417 eV

Mulliken population analysis, charges in e, atoms 1 to 99:
1. Cl -0.087
2. C -0.063
3. C 0.314
4. Cl -0.219
5. H -0.442
6. H 0.385
7. H -0.145
8. H 0.123
9. Cl -0.154
10. C 0.515
11. C -0.586
12. Cl -0.183
13. H 0.126
14. H -0.331
15. H 0.364
16. H 0.356
17. Cl 0.088
18. C -0.732
19. C 0.378
20. Cl -0.210
21. H 0.579
22. H -0.004
23. H -0.531
24. H 0.379
25. Cl -0.188
26. C -0.452
27. C 0.427
28. Cl -0.193
29. H 0.567
30. H 0.026
31. H 0.309
32. H -0.529
33. C -0.841
34. N 0.772
35. O -0.338
36. O -0.491
37. H 0.331
38. H 0.262
39. H 0.312
40. C -0.143
41. N 1.170
42. O -0.629
43. O -0.602
44. H -0.158
45. H 0.524
46. H -0.217
47. C -0.971
48. N 1.006
49. O -0.395
50. O -0.563
51. H 0.255
52. H 0.361
53. H 0.321
54. C -0.760
55. N 1.086
56. O -0.557
57. O -0.524
58. H 0.301
59. H 0.060
60. H 0.324
61. C -0.548
62. N 1.090
63. O -0.616
64. O -0.532
65. H -0.261
66. H 0.503
67. H 0.345
68. C -0.482
69. O -0.302
70. C 0.826
71. O -0.439
72. O -0.356
73. C -0.635
74. H 0.367
75. H 0.223
76. H 0.030
77. H 0.323
78. H 0.310
79. H 0.156
80. C -0.692
81. O 0.108
82. C 0.695
83. O -0.623
84. O -0.119
85. C -0.337
86. H 0.016
87. H 0.334
88. H 0.289
89. H -0.229
90. H 0.433
91. H 0.132
92. C -0.664
93. O 0.056
94. C 0.438
95. O -0.589
96. O -0.057
97. C -0.937
98. H 0.396
99. H 0.368



Gap between HOMO and LUMO, record by record: 10.25; 9.82 eV
E_HOMO, record by record: -16.52; -10.23 eV